201
Properties=species:S:1:pos:R:3 method="wB97M-V/def2-TZVPD" relative_energy_kj_mol=0.0 smiles=CC1(C)CCCC(C)(C)N1O.CC1(C)CCCC(C)(C)N1O.CC1(C)CCCC(C)(C)N1O.CC1(C)CCCC(C)(C)N1O.CC1(C)CCCC(C)(C)N1O.CC1(C)CCCC(C)(C)N1O.CC(C)O.CCO gap_ev=8.571
C 1.3570 1.5579 -6.1912
C 0.6062 2.4502 -5.1813
C -0.5118 3.2291 -5.9066
C 0.0285 1.4928 -4.1290
C -0.3877 2.2138 -2.8335
C 0.7520 2.9712 -2.2081
C 1.3575 3.9932 -3.2385
C 0.4503 5.2207 -3.3582
C 2.6906 4.4895 -2.6836
N 1.6080 3.2593 -4.5085
O 2.0702 4.1626 -5.4490
H 1.7145 2.1350 -7.0340
H 2.2253 1.0836 -5.6394
H 0.7591 0.7402 -6.6518
H -1.1082 2.5244 -6.4295
H -1.1796 3.6354 -5.1368
H -0.2353 3.9226 -6.7000
H -0.7844 0.8985 -4.5091
H 0.8113 0.7688 -3.8520
H -1.2340 2.8811 -3.0951
H -0.7829 1.4179 -2.2047
H 1.5349 2.2120 -2.0907
H 0.4957 3.4396 -1.2509
H 0.8084 5.9007 -4.1377
H 0.4675 5.7843 -2.4098
H -0.5741 4.8588 -3.4529
H 3.3164 3.6237 -2.5564
H 2.5433 4.9496 -1.6844
H 3.2878 5.0586 -3.4263
H 1.3306 4.6872 -5.7565
C 2.7173 -6.7676 -4.3762
C 2.0813 -5.6762 -5.3068
C 2.6830 -5.7723 -6.7018
C 0.5617 -5.8158 -5.3686
C -0.1308 -5.3831 -4.0785
C 0.2062 -3.9266 -3.9046
C 1.7540 -3.7168 -3.6927
C 2.2039 -2.2287 -3.6083
C 2.2685 -4.3682 -2.3026
N 2.4450 -4.2815 -4.8427
O 3.8279 -4.1714 -4.4767
H 2.7018 -7.7730 -4.8310
H 3.7770 -6.4614 -4.2893
H 2.1981 -6.7287 -3.4426
H 3.7703 -5.5845 -6.6467
H 2.5130 -6.7435 -7.0897
H 2.1836 -5.0084 -7.3488
H 0.1220 -5.2099 -6.2066
H 0.2839 -6.8828 -5.6141
H -1.2206 -5.4703 -4.1459
H 0.1975 -6.0184 -3.2207
H -0.4097 -3.5952 -2.9934
H -0.1835 -3.2592 -4.6793
H 2.2480 -1.8654 -4.6385
H 3.1392 -2.1464 -3.0819
H 1.4979 -1.6066 -3.0401
H 3.3089 -4.4318 -2.3060
H 1.8248 -5.3061 -2.0630
H 1.8820 -3.6708 -1.5401
H 4.2896 -3.8814 -5.2716
C 3.9111 -2.5004 4.6898
C 3.1517 -2.1883 3.3797
C 4.2429 -2.1764 2.2915
C 2.1318 -3.3267 3.0239
C 0.9368 -3.2589 3.9094
C 0.2480 -1.9859 3.7089
C 1.2046 -0.8543 4.2263
C 0.6343 0.5004 3.7764
C 1.3603 -0.7462 5.7656
N 2.4549 -0.9020 3.4080
O 3.3019 0.1262 3.8051
H 4.5117 -3.3896 4.5967
H 4.5903 -1.7159 5.0075
H 3.2137 -2.6557 5.5131
H 5.0565 -1.5256 2.6117
H 4.7052 -3.1633 2.2094
H 3.8195 -1.9322 1.3026
H 1.8148 -3.2845 1.9848
H 2.6244 -4.2730 3.0361
H 0.1780 -4.0457 3.8165
H 1.2230 -3.4094 4.9713
H -0.7089 -1.9303 4.1700
H -0.0763 -1.7595 2.6999
H 1.2840 1.3448 3.8446
H -0.3480 0.6533 4.1838
H 0.3811 0.3775 2.7472
H 1.8898 -1.6102 6.1928
H 0.3423 -0.7079 6.2036
H 1.8082 0.1480 6.1541
H 3.6795 -0.1629 4.6704
C 0.7095 5.6089 0.9858
C 0.2698 4.9252 2.2836
C 0.3424 3.4702 2.0319
C 1.1205 5.3213 3.5110
C 0.7573 6.6596 4.1736
C -0.7421 6.8489 4.3885
C -1.5402 6.5686 3.1209
C -3.0432 6.5735 3.4175
C -1.3383 7.8316 2.2380
N -1.1487 5.2786 2.6232
O -1.9799 4.9524 1.4884
H 1.8162 5.4800 0.9925
H 0.2319 5.1038 0.1456
H 0.4962 6.6712 0.9218
H -0.1337 3.1972 1.1104
H 1.3285 3.0365 2.0283
H -0.3085 3.0479 2.8406
H 1.0240 4.5169 4.2331
H 2.1262 5.2971 3.1689
H 1.2482 6.8458 5.1040
H 1.1285 7.4445 3.4768
H -0.9759 7.9006 4.6702
H -1.1350 6.2000 5.2291
H -3.6662 6.3416 2.5495
H -3.5479 7.4480 3.8424
H -3.1943 5.6298 4.0045
H -0.2803 8.0782 2.1029
H -1.9068 8.7225 2.5716
H -1.6998 7.7291 1.2384
H -2.4732 4.1556 1.7434
C -3.1588 -3.0838 1.9736
C -3.6832 -4.2864 1.2476
C -5.0044 -4.7878 1.9232
C -4.0530 -3.9712 -0.1934
C -2.8378 -3.8962 -1.1697
C -2.0015 -5.1243 -0.9861
C -1.5680 -5.5120 0.5082
C -1.1375 -7.0039 0.3830
C -0.4926 -4.7013 1.1911
N -2.8111 -5.4878 1.3004
O -2.4703 -5.7100 2.6837
H -2.6279 -3.3517 2.8775
H -2.4696 -2.4963 1.3833
H -3.9653 -2.3685 2.1933
H -4.8889 -4.7928 3.0086
H -5.7340 -4.0110 1.6607
H -5.3760 -5.6420 1.4192
H -4.8271 -4.6481 -0.5524
H -4.5831 -3.0213 -0.1663
H -3.2455 -3.8473 -2.1963
H -2.2722 -2.9919 -0.9481
H -1.0730 -5.1793 -1.6069
H -2.5726 -5.9709 -1.2738
H -0.1884 -7.0452 -0.1812
H -1.9163 -7.6302 -0.0947
H -0.9233 -7.3177 1.4096
H 0.2985 -4.4557 0.4300
H -0.0688 -5.3942 1.9568
H -0.7613 -3.7422 1.6094
H -3.0253 -6.4536 2.9471
C -4.0159 3.6473 -0.5538
C -4.2256 2.3460 0.2631
C -5.7657 1.9390 0.0739
C -3.2771 1.3242 -0.2908
C -3.1702 0.0674 0.6913
C -2.8651 0.4984 2.1217
C -3.8579 1.5573 2.6127
C -5.2669 0.8822 2.8954
C -3.3140 2.2260 3.9253
N -3.9242 2.6032 1.6363
O -4.7415 3.7014 1.9865
H -4.9193 4.1973 -0.6325
H -3.1437 4.1983 -0.1439
H -3.7150 3.4461 -1.6145
H -6.0081 0.8973 0.3013
H -6.3839 2.5835 0.7477
H -5.9552 2.1670 -1.0154
H -3.7456 0.8368 -1.1440
H -2.3283 1.7421 -0.6259
H -4.1279 -0.4993 0.6043
H -2.3885 -0.5661 0.2636
H -1.8548 0.9091 2.0906
H -2.9567 -0.3267 2.8603
H -6.0183 1.6371 3.1114
H -5.3071 0.2557 3.7930
H -5.6722 0.3829 1.9973
H -3.1420 1.4717 4.6986
H -4.1599 2.8769 4.2989
H -2.3521 2.7629 3.9865
H -5.5745 3.3657 2.3713
C 5.5414 0.9939 -2.1290
C 5.9375 1.0921 -0.6541
C 5.4878 2.3983 -0.0022
O 5.3636 -0.0051 0.0226
H 4.4315 1.0408 -2.1803
H 5.8913 0.0913 -2.5580
H 5.8607 1.8826 -2.7688
H 6.9889 1.0277 -0.4524
H 5.9534 3.2779 -0.4493
H 5.8350 2.2139 0.9821
H 4.3899 2.4619 -0.0271
H 4.4287 0.2085 0.0675
C 1.0878 -1.2375 -0.4550
C 1.2810 0.1428 0.2219
O 2.5535 0.3405 0.8105
H 0.9403 -1.9812 0.2991
H 2.0562 -1.4381 -1.0193
H 0.1610 -1.0885 -1.1052
H 0.5276 0.3451 0.9868
H 1.1943 0.9020 -0.5602
H 2.4926 -0.2161 1.5997